Entry P
C4H9Br2N2 | ωB97M-V/def2-TZVPD

- net charge = +1
- LUMO (spin up / spin down) (eV) = -5.938 / -5.940
- 2S+1 = 1

Each line ends with the Löwdin charge.
CARTESIAN COORDINATES (ANGSTROEM)
C1 0.77972 0.46681 -0.70143  -0.3546
C2 1.94343 1.37940 -0.41711  0.0308
C3 -1.80795 -0.81396 1.77165  -0.1194
C4 -1.27370 -0.49176 0.42634  -0.7597
N1 -0.11410 0.27330 0.33976  0.0320
N2 0.73826 -0.13944 -1.84774  0.1957
Br1 -2.49675 -0.08892 -1.03447  0.8153
Br2 -0.10693 -2.87544 -0.44146  0.1315
H1 2.41970 1.37655 -1.45036  0.1102
H2 1.53341 2.45888 -0.43961  0.1359
H3 2.60986 1.22626 0.43267  0.1079
H4 -1.12755 -0.97532 2.66614  0.1306
H5 -2.74002 -1.35072 1.67441  0.0875
H6 -2.15629 0.18951 2.26002  0.1452
H7 0.14635 0.51452 1.27542  0.1573
H8 1.35074 -0.04262 -2.65638  0.1601
H9 0.30183 -1.10704 -1.85787  -0.0063

Entry Q
C4H9Br2N2 | ωB97M-V/def2-TZVPD

- net charge = +1
- LUMO (spin up / spin down) (eV) = -6.140 / -6.139
- 2S+1 = 1

Each line ends with the Löwdin charge.
CARTESIAN COORDINATES (ANGSTROEM)
C1 -1.00662 0.89276 -0.13958  -0.3191
C2 1.14626 -1.53763 0.30161  -0.1583
C3 1.94432 0.67267 -0.50199  -0.6277
C4 2.04978 -0.38558 0.53166  -0.6764
N1 -2.01959 0.91080 -0.95884  0.0890
N2 -1.16921 1.47247 0.96768  0.0703
Br1 2.34949 2.39773 -0.14361  0.9407
Br2 4.03011 -0.89302 0.00033  0.7249
H1 0.99187 -1.77367 -0.76236  0.1029
H2 1.29718 -2.49141 0.84260  0.1075
H3 0.16287 -1.32438 0.63755  0.0471
H4 1.69082 0.38287 -1.45163  0.0395
H5 2.08669 0.02487 1.60015  0.1318
H6 -2.09800 0.31592 -1.83536  0.1502
H7 -2.85735 1.29493 -0.55001  0.0957
H8 -0.56564 1.43109 1.84069  0.1442
H9 -2.14571 1.81800 1.18925  0.1378

The structure with the most favorable energy is entry P; the runner-up is 0.0587 hartree above it.